Arrangement w

Molecular formula: C42H61BrN5O2PdSTe
Method: DFT, the ωB97M-V functional and the def2-TZVPD basis

Each line ends with the Mulliken charge.
Element x y z (Å)
1 Te -1.101 -1.028 -0.963  0.212
2 Pd 1.308 -0.274 0.413  0.330
3 Br 6.456 -3.216 1.037  -0.152
4 S 0.255 -1.117 2.503  1.073
5 O -0.264 2.318 1.482  -0.307
6 O -1.196 -1.321 2.246  -0.756
7 N 3.474 1.110 0.437  -0.164
8 N 2.096 3.648 0.234  -0.541
9 N 6.213 4.702 0.785  -0.130
10 N -0.650 0.771 -0.023  0.400
11 N 2.624 -2.145 0.065  0.496
12 C -5.638 -4.703 -3.720  -1.634
13 C -0.924 -4.412 2.878  -1.036
14 C 0.974 -2.719 2.937  -0.747
15 C -1.100 -2.675 -3.839  -1.602
16 C -3.387 -3.592 -3.661  -0.926
17 C -1.998 0.770 -3.290  1.105
18 C -0.309 2.084 4.656  -1.243
19 C 3.861 4.700 1.542  -1.441
20 C 1.663 -0.153 -2.722  0.592
21 C 0.384 0.308 -3.368  0.527
22 C -5.202 2.428 1.846  -0.591
23 C -4.860 -3.229 -1.829  -0.901
24 C -3.398 0.843 1.724  0.376
25 C 0.426 -0.303 4.127  -1.237
26 C 4.179 -4.444 -0.178  -0.222
27 C -3.033 3.136 1.090  -0.339
28 C -0.741 0.634 4.467  0.135
29 C 2.867 -4.420 -0.621  -1.054
30 C -3.335 0.879 -2.602  -1.416
31 C -4.356 3.426 1.374  -0.832
32 C 4.929 3.884 0.838  0.004
33 C -4.619 -3.818 -3.062  0.435
34 C -2.412 -2.773 -3.098  1.185
35 C -2.724 -2.146 -1.884  -0.095
36 C 4.691 -3.289 0.392  -0.516
37 C 3.885 -2.168 0.496  -0.032
38 C 2.565 3.888 1.602  0.006
39 C -1.119 1.595 0.936  -0.358
40 C -1.865 1.438 -4.503  -1.064
41 C -4.222 -1.794 0.111  -0.724
42 C 0.039 -3.613 3.751  -0.411
43 C -4.719 1.143 2.034  -1.383
44 C 5.213 2.575 1.553  -1.497
45 C -3.923 -2.404 -1.221  0.978
46 C -0.862 0.131 -2.762  0.839
47 C 2.813 2.553 2.312  -0.411
48 C -0.661 1.523 -5.188  0.381
49 C -2.558 1.834 1.241  -0.024
50 C 3.933 1.724 1.690  0.059
51 C 2.128 -3.259 -0.479  -0.600
52 C 0.460 0.979 -4.583  -0.828
53 C -0.575 2.238 -6.506  -1.636
54 H -1.523 -5.089 3.486  0.436
55 H 2.417 -5.294 -1.070  0.529
56 H 0.507 -1.113 4.851  0.602
57 H -5.124 -2.221 0.548  0.371
58 H 1.430 1.092 -5.055  0.419
59 H -1.203 0.270 5.385  0.493
60 H -2.995 -0.141 1.911  1.053
61 H -4.729 4.432 1.239  0.453
62 H -1.090 -1.833 -4.532  0.295
63 H 6.060 5.595 0.313  0.390
64 H 1.885 1.979 2.300  -0.714
65 H -0.234 -2.562 -3.182  -0.077
66 H 1.839 4.452 2.197  0.583
67 H -0.372 -5.020 2.157  0.331
68 H -3.962 0.004 -2.757  0.297
69 H 1.917 -1.196 -2.924  0.305
70 H -0.946 -3.587 -4.414  0.594
71 H 1.244 -3.195 1.996  0.043
72 H -5.800 -3.415 -1.323  0.388
73 H -4.373 -0.718 0.023  0.155
74 H 3.688 5.645 1.018  0.531
75 H 4.236 0.644 -0.046  0.275
76 H 1.901 -2.476 3.464  0.536
77 H 6.957 4.204 0.293  0.380
78 H 0.014 2.524 3.712  0.019
79 H 4.264 -1.270 0.963  0.191
80 H -5.865 -4.350 -4.727  0.372
81 H -3.159 -4.083 -4.600  0.546
82 H -3.225 1.042 -1.526  -0.087
83 H -6.565 -4.732 -3.152  0.364
84 H -3.871 1.740 -2.998  0.546
85 H 1.494 -0.028 -1.646  -1.231
86 H -5.263 -5.724 -3.810  0.361
87 H 0.498 2.162 5.388  0.396
88 H 0.414 2.139 -6.950  0.379
89 H -1.307 1.841 -7.210  0.376
90 H 4.652 3.716 -0.203  0.205
91 H 3.061 2.755 3.358  0.647
92 H -2.361 3.912 0.747  0.460
93 H -1.597 -3.753 2.334  0.002
94 H 0.661 -4.299 4.330  0.491
95 H 1.221 3.123 0.303  -0.001
96 H 4.188 4.938 2.561  0.458
97 H -6.233 2.658 2.080  0.439
98 H 1.385 0.220 4.101  0.517
99 H -3.404 -1.968 0.817  -0.285
100 H -1.512 0.557 3.699  -0.255
101 H -2.740 1.928 -4.916  0.541
102 H 1.097 -3.217 -0.810  0.706
103 H -0.516 -3.018 4.481  0.272
104 H -5.368 0.373 2.431  0.447
105 H 6.546 4.905 1.731  0.388
106 H 1.867 4.528 -0.217  0.330
107 H 4.788 -5.333 -0.269  0.471
108 H 4.174 0.908 2.378  0.461
109 H 2.495 0.482 -3.021  0.504
110 H -1.144 2.679 5.028  0.427
111 H 3.111 1.842 -0.176  0.273
112 H 5.992 2.004 1.038  0.452
113 H 5.583 2.798 2.561  0.519
114 H -0.788 3.301 -6.383  0.341

**Net charge**: +2
**E_LUMO (spin up / spin down)**: -5.2 / -5.3 eV
**<S²>**: 0.76
**Multiplicity**: 2
**E_HOMO (spin up / spin down)**: -12.196 / -12.369 eV

Arrangement x

Molecular formula: C42H61BrN5O2PdSTe
Method: DFT, the ωB97M-V functional and the def2-TZVPD basis

Each line ends with the Mulliken charge.
Element x y z (Å)
1 Te -1.160 -0.934 -0.910  0.217
2 Pd 1.227 -0.185 0.417  0.430
3 Br 6.283 -3.430 0.747  -0.152
4 S 0.276 -0.986 2.548  1.037
5 O -1.188 -1.131 2.361  -0.762
6 O -0.273 2.404 1.567  -0.416
7 N 2.458 -2.189 -0.029  0.564
8 N 6.265 4.541 0.702  -0.134
9 N -0.701 0.939 0.011  0.139
10 N 3.408 1.070 0.504  -0.079
11 N 2.047 3.677 0.367  -0.470
12 C 0.962 -2.618 2.891  -0.722
13 C -5.250 2.591 1.750  -0.652
14 C 2.849 2.557 2.401  -0.414
15 C -3.820 -2.495 -1.295  1.250
16 C 5.216 2.466 1.545  -1.446
17 C -0.775 1.533 -5.167  0.451
18 C 2.561 -4.478 -0.706  -1.205
19 C 0.544 -0.226 4.186  -1.240
20 C 3.735 -2.269 0.333  -0.051
21 C -2.607 -2.187 -1.913  -0.420
22 C -4.808 1.281 1.830  -1.201
23 C 0.371 1.097 -4.524  -0.970
24 C 3.909 1.671 1.743  -0.023
25 C -1.142 1.727 0.996  -0.227
26 C 3.951 4.653 1.563  -1.469
27 C 4.953 3.780 0.821  0.048
28 C -0.160 2.132 4.880  -1.263
29 C 3.892 -4.562 -0.334  -0.203
30 C -1.990 1.340 -4.520  -1.095
31 C -0.922 0.167 -2.725  0.894
32 C -3.025 3.310 1.204  -0.405
33 C 1.886 -3.281 -0.536  -0.609
34 C 2.620 3.901 1.699  -0.060
35 C 1.616 0.064 -2.641  1.185
36 C -4.219 -1.865 -0.003  -0.771
37 C 0.320 0.436 -3.302  0.566
38 C -2.096 0.679 -3.302  1.108
39 C -2.231 -2.813 -3.107  1.310
40 C 0.044 -3.506 3.726  -0.380
41 C -0.718 2.241 -6.487  -1.670
42 C -0.914 -2.621 -3.808  -1.466
43 C -0.595 0.696 4.638  0.078
44 C -4.358 -4.002 -3.111  0.410
45 C -3.455 0.633 -2.665  -1.423
46 C -0.994 -4.226 2.879  -1.047
47 C -4.682 -3.394 -1.906  -0.887
48 C -2.589 1.988 1.251  -0.224
49 C 4.486 -3.427 0.198  -0.557
50 C -4.357 3.607 1.437  -0.759
51 C -3.479 0.978 1.573  0.398
52 C -3.125 -3.710 -3.677  -0.935
53 C -5.294 -4.964 -3.775  -1.659
54 H -1.675 -3.520 2.409  0.012
55 H -3.116 -0.028 1.675  1.004
56 H 1.338 1.286 -4.976  0.421
57 H -5.498 0.495 2.104  0.459
58 H 4.147 0.576 0.011  0.252
59 H 0.644 -1.076 4.862  0.623
60 H 1.893 2.032 2.440  -0.712
61 H 1.836 4.565 -0.078  0.332
62 H -0.969 2.689 5.349  0.429
63 H 1.952 4.498 2.332  0.580
64 H -1.578 -4.911 3.491  0.445
65 H -2.837 -4.207 -4.595  0.549
66 H -2.894 1.734 -4.969  0.552
67 H 6.967 4.008 0.183  0.381
68 H 1.946 -0.956 -2.849  0.306
69 H 0.695 2.175 5.557  0.384
70 H -6.288 2.824 1.942  0.432
71 H 2.045 -5.331 -1.122  0.535
72 H -4.856 -5.962 -3.823  0.356
73 H 2.406 0.762 -2.906  0.529
74 H 1.422 0.152 -1.563  -1.575
75 H 6.131 5.437 0.224  0.391
76 H 0.089 2.635 3.949  0.078
77 H 1.162 -3.073 1.921  -0.073
78 H 4.340 4.880 2.560  0.465
79 H -0.441 -2.927 4.515  0.261
80 H -1.389 1.772 -7.205  0.379
81 H -0.084 -2.420 -3.130  -0.154
82 H 4.181 -1.386 0.769  0.213
83 H -3.416 0.840 -1.590  -0.054
84 H 4.138 0.848 2.427  0.472
85 H 4.453 -5.478 -0.449  0.479
86 H -4.080 1.407 -3.106  0.564
87 H -0.951 -1.796 -4.519  0.269
88 H -6.236 -5.036 -3.237  0.376
89 H 3.157 2.753 3.432  0.657
90 H -5.628 -3.625 -1.434  0.390
91 H 1.926 -2.421 3.368  0.539
92 H 3.796 5.603 1.044  0.513
93 H -0.511 -4.814 2.097  0.326
94 H -1.032 3.280 -6.379  0.343
95 H 4.628 3.614 -0.207  0.194
96 H 1.509 0.279 4.147  0.503
97 H -0.665 -3.527 -4.359  0.591
98 H -0.989 0.284 5.568  0.480
99 H -4.434 -0.803 -0.128  0.158
100 H 1.149 3.206 0.502  0.027
101 H 5.954 1.859 1.013  0.445
102 H 6.651 4.742 1.630  0.389
103 H 0.676 -4.238 4.235  0.496
104 H -4.698 4.631 1.382  0.444
105 H 3.070 1.822 -0.103  0.240
106 H -3.436 -1.967 0.757  -0.345
107 H -1.416 0.647 3.923  -0.151
108 H -3.954 -0.322 -2.812  0.267
109 H -2.317 4.097 0.981  0.442
110 H 0.839 -3.199 -0.812  0.815
111 H 0.287 2.231 -6.902  0.379
112 H -5.509 -4.655 -4.798  0.369
113 H -5.116 -2.335 0.398  0.384
114 H 5.631 2.690 2.535  0.525

**Net charge**: +2
**E_LUMO (spin up / spin down)**: -5.6 / -5.8 eV
**<S²>**: 0.76
**Multiplicity**: 2
**E_HOMO (spin up / spin down)**: -12.220 / -12.246 eV

Most favorable first, least favorable last: arrangement w, arrangement x

Arrangement w

Molecular formula: C4H7N2
Method: DFT, the ωB97M-V functional and the def2-TZVPD basis

Each line ends with the Mulliken charge.
Element x y z (Å)
1 N 2.513 -0.609 0.230  -0.180
2 N 1.292 1.202 -0.278  -0.240
3 C -0.911 0.467 0.359  -1.521
4 C 0.296 -0.001 -0.461  0.395
5 C 2.331 0.513 -0.048  0.403
6 C 1.254 -1.234 -0.023  -0.438
7 H 1.069 -1.660 0.917  0.319
8 H -1.689 -0.266 0.378  0.373
9 H -1.363 1.367 0.038  0.457
10 H 0.958 2.203 -0.315  0.320
11 H 1.274 -2.004 -0.812  0.309
12 H 0.101 0.097 -1.475  0.334
13 H -0.715 0.639 1.359  0.470

**Net charge**: +1
**E_LUMO**: -7.3 eV
**E_HOMO**: -15.342 eV
**Structure (SMILES)**: C[C@@H]1CN=C=[NH+]1

Arrangement x

Molecular formula: C4H7N2
Method: DFT, the ωB97M-V functional and the def2-TZVPD basis

Each line ends with the Mulliken charge.
Element x y z (Å)
1 N -1.330 -0.164 0.278  -0.122
2 N 0.047 1.538 0.012  -0.027
3 C 0.979 -0.702 0.711  -0.359
4 C -0.092 -0.707 -0.240  -0.037
5 C 0.899 0.494 -0.204  -0.309
6 C -1.127 1.153 0.334  -0.066
7 H -2.063 1.731 0.594  0.373
8 H -2.221 -0.572 0.155  0.280
9 H 1.587 0.686 -0.919  0.461
10 H 0.341 -2.354 -2.761  0.046
11 H 0.439 2.460 0.050  0.241
12 H 1.918 -1.279 0.453  0.296
13 H 0.572 -0.492 1.803  0.224

**Net charge**: +1
**E_LUMO (spin up / spin down)**: -5.4 / -3.8 eV
**E_HOMO (spin up / spin down)**: -14.088 / -13.677 eV

Arrangement y

Molecular formula: C4H7N2
Method: DFT, the ωB97M-V functional and the def2-TZVPD basis

Each line ends with the Mulliken charge.
Element x y z (Å)
1 N 0.663 0.700 0.899  -0.293
2 N -0.323 -0.840 -0.983  -0.141
3 C -0.646 0.080 1.651  -0.188
4 C -0.178 1.503 1.732  -0.248
5 C -0.293 -0.067 0.210  0.597
6 C 0.625 -0.785 -2.027  -0.759
7 H -0.739 -0.788 2.487  0.287
8 H 0.132 -0.787 -2.955  0.317
9 H -0.658 2.340 1.111  0.239
10 H 1.377 -0.115 -1.708  0.332
11 H 0.164 1.840 2.714  0.256
12 H 1.090 -1.785 -2.096  0.328
13 H -1.215 -1.296 -1.034  0.273

**Net charge**: +1
**E_LUMO**: -4.7 eV
**E_HOMO**: -15.190 eV
**Structure (SMILES)**: C/[NH+]=C1/[C@@H]2CN12

Arrangement z

Molecular formula: C4H7N2
Method: DFT, the ωB97M-V functional and the def2-TZVPD basis

Each line ends with the Mulliken charge.
Element x y z (Å)
1 N 1.100 -1.201 0.566  -0.558
2 N 0.393 1.150 0.582  -0.299
3 C -1.915 -0.008 -0.280  -0.179
4 C 0.434 0.220 -0.592  -0.091
5 C -2.713 0.068 0.740  -0.264
6 C -0.846 -0.264 -1.090  -0.032
7 H 1.047 0.461 -1.446  0.336
8 H -0.740 -1.025 -1.845  0.431
9 H 1.035 2.000 0.453  0.382
10 H 1.857 -1.586 0.168  0.245
11 H 0.440 -1.966 0.724  0.262
12 H -0.637 1.547 0.628  0.385
13 H 0.545 0.602 1.391  0.382

**Net charge**: +1
**E_LUMO**: -6.7 eV
**E_HOMO**: -14.813 eV

Most favorable first, least favorable last: arrangement y, arrangement w, arrangement x, arrangement z

Arrangement w

Molecular formula: C2H5NS2
Method: DFT, the ωB97M-V functional and the def2-TZVPD basis

Each line ends with the Mulliken charge.
Element x y z (Å)
1 S -1.910 -0.628 0.119  -0.184
2 S 2.853 -0.328 -0.006  -0.204
3 N 0.439 0.799 -0.207  -0.401
4 C -0.967 0.876 0.013  -0.457
5 C 1.048 -0.113 0.342  0.057
6 H -1.350 1.457 0.884  0.259
7 H 2.584 -1.674 0.019  0.141
8 H -1.524 1.401 -0.806  0.316
9 H -1.980 -0.791 -1.136  0.115
10 H 0.807 -0.998 0.778  0.359

**E_LUMO**: 0.7 eV
**E_HOMO**: -9.478 eV
**Structure (SMILES)**: S/C=N/CS

Arrangement x

Molecular formula: C2H5NS2
Method: DFT, the ωB97M-V functional and the def2-TZVPD basis

Each line ends with the Mulliken charge.
Element x y z (Å)
1 S 0.299 1.651 -0.563  -0.058
2 S 0.474 -1.555 2.219  -0.164
3 N -0.026 -0.489 0.896  -0.376
4 C -0.598 0.503 -1.506  -0.836
5 C 0.437 0.692 0.898  0.043
6 H -0.047 -0.368 -1.658  0.306
7 H 1.139 0.984 1.668  0.329
8 H -0.723 0.965 -2.463  0.322
9 H 0.577 -2.680 1.548  0.136
10 H -1.531 0.298 -1.038  0.296

**E_LUMO**: 0.7 eV
**E_HOMO**: -8.582 eV
**Structure (SMILES)**: CS/C=N/S

Most favorable first, least favorable last: arrangement x, arrangement w

Arrangement w

Molecular formula: C2H5NS2
Method: DFT, the ωB97M-V functional and the def2-TZVPD basis

Each line ends with the Mulliken charge.
Element x y z (Å)
1 S 1.091 0.470 2.458  -0.180
2 S -0.827 -0.186 2.684  -0.176
3 N 0.635 0.221 -1.200  -0.223
4 C 1.285 0.321 -0.171  -0.148
5 C -0.775 0.094 -1.366  -0.628
6 H -1.179 0.991 -1.050  0.319
7 H -1.082 -0.793 -0.913  0.293
8 H -1.084 -0.060 -2.470  0.232
9 H 2.405 0.348 -0.225  0.344
10 H -0.470 -1.407 2.251  0.167

**E_LUMO (spin up / spin down)**: -0.6 / -1.0 eV
**E_HOMO (spin up / spin down)**: -8.098 / -7.882 eV

Arrangement x

Molecular formula: C2H5NS2
Method: DFT, the ωB97M-V functional and the def2-TZVPD basis

Each line ends with the Mulliken charge.
Element x y z (Å)
1 S 1.440 -0.352 -0.407  0.020
2 S -1.755 0.626 -0.202  -0.380
3 N 0.056 -1.208 0.277  -0.264
4 C 1.474 1.259 0.482  -0.787
5 C -1.198 -0.768 0.308  0.045
6 H 0.615 1.994 0.179  0.266
7 H 2.251 1.766 -0.004  0.305
8 H 1.639 1.185 1.598  0.270
9 H 0.258 -2.172 0.550  0.267
10 H -1.787 -1.639 0.732  0.259

**E_LUMO**: 0.6 eV
**E_HOMO**: -8.484 eV
**Structure (SMILES)**: CSNC=S

Most favorable first, least favorable last: arrangement x, arrangement w